# 1
Here is a 11-piece molecular cluster, C7H32O10 overall at a distorted geometry from the OMol25 dataset. Energies are from wB97M-V/def2-TZVPD.

Each line ends with the Löwdin charge.
Geometry (Å):
O (-1.641220, -2.374544, -1.116780)  -0.085
O (-3.404215, 0.267709, -1.360996)  -0.027
O (-0.976034, 2.361658, -2.775045)  -0.075
O (2.577426, -1.205169, -1.934761)  -0.059
O (2.565207, 3.402002, 0.411012)  -0.096
O (-0.064206, -3.136657, 1.669651)  -0.033
O (-2.317166, 3.199200, 0.010709)  0.022
O (0.328139, -0.982172, -3.160389)  -0.027
O (-2.190514, 0.087820, -3.684348)  -0.084
O (0.892051, -3.316158, -1.438364)  0.056
C (2.990203, 0.245233, 0.907280)  -0.072
C (-1.520736, 1.076423, 3.223165)  -0.185
C (-0.418501, 0.026688, 3.349000)  -0.114
C (1.630420, -1.046734, 2.595274)  -0.251
C (-1.176151, 2.206576, 2.608986)  -0.045
C (2.800818, -0.166758, 2.376243)  -0.265
C (0.463878, -0.212513, 2.370433)  -0.166
H (-0.383344, -0.432962, 4.341245)  0.105
H (3.349702, 1.245793, 1.036497)  0.039
H (-0.081298, 2.298414, 2.367486)  0.066
H (-3.709219, -0.375068, -1.995769)  0.050
H (0.352825, 0.352579, 1.435766)  0.109
H (3.706633, -0.541796, 2.851445)  0.112
H (-0.106867, 2.777686, -2.475321)  0.081
H (1.645518, -1.417203, 3.664151)  0.133
H (1.156857, -4.105473, -1.678745)  -0.009
H (0.019915, -1.531854, -3.897119)  0.093
H (1.926183, -0.490297, -2.166821)  0.066
H (1.480921, -2.741421, -1.814083)  -0.034
H (2.732107, 0.751887, 2.908162)  0.091
H (-3.177016, 3.036375, 0.406660)  0.065
H (1.985316, 0.320274, 0.554582)  0.048
H (-2.109561, 4.022202, 0.083717)  -0.057
H (3.577801, -0.250923, 0.231863)  0.038
H (-1.409934, 0.486232, -3.767768)  -0.095
H (-0.855608, -2.831870, 2.019547)  0.001
H (2.742800, 2.813250, 1.174917)  0.010
H (-3.126484, -0.394462, -0.741017)  0.033
H (-2.636404, 0.848853, 3.550939)  0.129
H (1.828271, -2.040109, 1.998803)  0.147
H (3.328161, -1.123741, -2.499671)  0.045
H (1.561345, 3.489389, 0.531841)  0.066
H (-2.441767, 0.340238, -2.698227)  0.030
H (-1.587766, 2.397202, -2.027194)  0.005
H (-0.067865, -2.748618, 0.775271)  0.015
H (-0.081692, -1.135786, -2.345538)  -0.013
H (-1.665550, -2.780332, -0.182728)  0.071
H (-0.729901, -2.426979, -1.476462)  -0.011
H (-1.999420, 2.985519, 2.285780)  0.079

Cartesian forces, eV/Å:
-0.429 -0.153 1.873
-0.498 0.087 0.285
1.950 0.906 0.450
-1.059 0.676 0.895
-2.459 -0.227 1.188
1.527 -0.989 -1.911
-1.856 -8.188 -1.144
1.588 0.850 -2.408
-5.766 -2.026 2.978
-4.259 3.537 3.267
-1.311 1.559 2.740
-0.673 -1.089 -0.131
-1.550 0.950 0.303
1.714 -3.067 0.863
-1.355 1.291 -0.427
2.308 -0.219 -0.407
-2.016 0.081 0.472
0.303 -0.300 -0.450
0.547 0.412 -0.825
-1.418 0.477 0.024
-0.858 -0.089 -1.047
-0.114 -0.444 0.328
0.239 -0.628 -0.350
-1.972 -0.840 -0.409
-0.236 0.415 -0.997
1.746 -6.469 -1.686
-0.430 0.168 0.926
1.162 -1.120 -0.191
2.801 2.946 -1.462
-0.739 0.940 0.671
0.032 0.123 -0.139
-0.382 0.187 -0.978
1.764 8.141 0.777
1.424 -1.721 -1.216
5.000 2.611 -0.753
-2.282 0.902 1.458
0.194 0.564 -0.695
0.876 -0.211 1.275
2.576 0.435 -0.625
-0.927 2.162 0.727
0.650 0.318 -0.684
2.062 0.068 -0.550
0.920 -0.587 -2.960
0.184 0.195 0.185
0.574 -0.339 0.390
-1.617 -0.494 1.092
0.424 0.724 -2.511
-0.643 -1.009 0.846
2.286 -1.517 0.945

Values from the calculation:
LUMO energy, eV: 0.2
SMILES: C=C/C=C/CCC.O.O.O.O.O.O.O.O.O.O
Net charge: 0
Frontier orbital gap, eV: 9.24
HOMO energy, eV: -9.05
Largest force on an atom, eV Å⁻¹: 8.5


# 2
Here is a 11-piece molecular cluster, C7H33NO10 overall at a distorted geometry from the OMol25 dataset. Energies are from wB97M-V/def2-TZVPD.

Each line ends with the Löwdin charge.
Geometry (Å):
O (-2.622762, 2.682633, -2.421609)  -0.054
O (3.563371, -0.370357, -2.623843)  -0.039
O (-0.579771, 4.517377, -1.567666)  -0.038
O (3.624912, 2.257976, -1.180199)  -0.036
O (-0.212602, 2.251945, -3.408890)  -0.063
O (-3.025512, -1.831087, 3.285682)  -0.033
O (-2.513122, -3.553709, -1.730063)  -0.055
O (1.193204, 2.585078, 0.215150)  -0.084
O (-3.151634, 1.412213, 1.020657)  -0.049
O (-0.809721, 3.002010, 1.768804)  -0.076
N (-0.123864, -1.039832, 2.790388)  0.105
C (1.211401, -2.094747, 1.062334)  -0.243
C (0.107019, -0.187470, -0.364448)  -0.058
C (0.982645, -3.801995, -0.732094)  0.029
C (0.564235, -2.151659, 2.236476)  -0.340
C (1.411510, -0.817186, 0.283347)  -0.195
C (1.662553, -3.302488, 0.314095)  -0.149
C (0.360601, -3.380087, 3.063606)  -0.030
H (-2.542488, -2.646069, 3.219976)  0.013
H (-2.782516, 1.879046, 0.279505)  -0.001
H (2.627085, -3.758980, 0.475116)  0.098
H (-0.643737, 2.727204, 0.825970)  0.014
H (-0.335716, 3.910582, -0.874522)  -0.008
H (0.596268, -3.017909, 4.069778)  0.090
H (3.449118, -0.793893, -1.765720)  0.023
H (-2.860038, -1.414187, 4.123371)  0.045
H (-0.041078, -3.390803, -0.904767)  0.048
H (0.587189, 0.346938, -1.211843)  0.074
H (0.967820, 3.267261, 0.849390)  0.029
H (-2.010527, -3.426691, -0.933804)  -0.009
H (-1.458760, 4.221199, -1.806691)  0.002
H (-3.065686, 2.344064, -3.190984)  0.049
H (-1.797696, 2.217838, -2.229450)  0.015
H (1.213131, -4.765369, -1.171574)  0.057
H (-0.597014, -0.968784, -0.524946)  0.053
H (-0.495283, 2.281570, 2.350165)  0.058
H (0.077941, -0.208839, 2.231296)  0.055
H (0.196432, 2.214235, -4.281984)  0.054
H (-0.243824, 0.510374, 0.438072)  0.040
H (3.924357, 3.017520, -1.673703)  0.054
H (-0.642393, -3.758507, 3.083418)  0.059
H (2.963836, -0.831507, -3.208631)  0.051
H (-1.100962, -1.200997, 2.920476)  0.036
H (1.783729, -0.009568, 1.028192)  0.133
H (1.048636, -4.141134, 2.707963)  0.077
H (-0.416267, 3.193658, -3.382187)  0.024
H (2.092283, 2.694901, -0.160941)  0.032
H (-3.438859, -3.323606, -1.578787)  0.042
H (3.669821, 1.420560, -1.645148)  0.008
H (2.192220, -1.058844, -0.431102)  0.062
H (-3.776993, 0.720509, 0.822387)  0.032

Cartesian forces, eV/Å:
-0.284 0.831 1.450
0.312 0.261 0.365
0.000 0.384 -0.340
-0.393 0.283 1.373
0.488 0.194 -0.877
-0.678 0.465 -0.926
-0.383 -0.167 -0.914
0.312 -0.187 -0.589
0.309 0.043 1.605
0.162 -0.195 -0.674
2.035 0.659 -0.457
-0.041 -0.262 -0.075
2.796 0.668 1.411
-1.398 0.338 1.478
-1.339 0.077 -0.640
-0.412 1.240 2.029
-0.189 -0.413 -0.838
1.203 0.701 -0.012
0.281 -0.535 0.386
-0.448 -0.188 -0.776
0.341 -0.064 0.514
-0.352 -0.185 1.779
0.649 -0.315 0.334
0.111 -0.636 0.107
0.031 -0.143 -0.103
0.204 -0.052 0.650
1.045 -0.361 -0.262
-1.492 -0.070 0.160
0.690 0.332 0.323
-0.109 0.162 0.648
-0.643 0.150 -0.165
0.246 -0.522 -0.392
-0.338 -0.463 -0.850
0.316 0.340 -0.364
-0.671 -0.304 -0.761
-0.321 0.405 -0.745
-0.606 -0.335 0.432
0.110 -0.579 0.081
-0.180 -0.423 -1.333
0.215 -0.293 -0.629
-0.663 -0.238 -0.203
-0.253 -0.100 -0.193
-0.531 0.115 -0.133
-0.069 -1.170 -1.429
-0.101 -0.315 0.345
-0.009 0.274 0.634
-0.392 0.008 0.124
0.403 0.004 0.296
0.130 0.117 -0.853
-0.067 0.447 -0.167
-0.029 0.015 -0.824

Values from the calculation:
LUMO energy, eV: 0.2
SMILES: C=C/C(CC)=C(\C)N.O.O.O.O.O.O.O.O.O.O
Net charge: 0
Frontier orbital gap, eV: 8.22
HOMO energy, eV: -8.01
Largest force on an atom, eV Å⁻¹: 3.2


# 3
Here is a 10-piece molecular cluster, C7H34NO9 overall at a distorted geometry from the OMol25 dataset. Energies are from wB97M-V/def2-TZVPD.

Each line ends with the Löwdin charge.
Geometry (Å):
O (2.544621, 2.708092, -0.826809)  -0.039
O (2.430570, 0.455330, 4.010546)  -0.051
O (-1.705470, 1.440522, -2.380146)  -0.054
O (0.149885, -1.234645, 3.719788)  -0.055
O (-0.000573, 4.077253, -1.062271)  -0.058
O (2.693516, 0.880817, -3.047476)  -0.045
O (2.908562, -1.098095, -1.096290)  -0.030
O (-0.781653, -3.840029, 1.635750)  -0.038
O (-3.315525, -0.872511, -2.000801)  -0.053
N (-1.207549, -2.627601, -0.603027)  0.183
C (-2.548094, 0.600380, 1.666903)  0.055
C (-0.051548, -1.745564, -0.955215)  -0.319
C (-0.329019, -0.187587, 1.063417)  -0.178
C (0.240670, -1.958276, -2.450858)  -0.013
C (-0.834127, 2.301762, 1.879741)  -0.059
C (-1.243826, 0.886863, 1.568500)  -0.351
C (-0.425248, -0.369969, -0.475096)  -0.158
H (2.358029, 0.081883, -3.463547)  0.046
H (1.627983, 0.988086, 4.048136)  0.029
H (3.733843, -1.425019, -0.734430)  0.060
H (-1.479284, 2.983057, 1.321042)  0.073
H (0.140226, 0.465185, -0.887845)  0.114
H (-0.582999, -1.160781, 1.495854)  0.073
H (0.675100, -0.095420, 1.491526)  0.109
H (-0.625264, -2.387904, -2.951745)  0.083
H (-1.275493, -4.130745, 2.413327)  0.077
H (1.086647, -2.633888, -2.522091)  0.083
H (-1.001584, -3.623587, -0.505591)  0.151
H (0.957010, -1.391028, 4.226111)  0.041
H (-2.813900, -0.431481, 1.484968)  0.066
H (-0.219512, -0.444707, 4.125775)  0.043
H (-1.971705, 1.713935, -3.267022)  0.069
H (2.152258, 1.597133, -3.403850)  0.068
H (0.833340, -1.990254, -0.371435)  0.130
H (0.201318, 2.557719, 1.677551)  0.070
H (2.818173, -0.146916, -1.011435)  0.015
H (3.322564, 2.744623, -0.263930)  0.061
H (0.133232, -3.961430, 1.918210)  0.072
H (-3.959601, -1.154458, -2.652291)  0.051
H (-1.231657, 2.216071, -2.038462)  0.040
H (0.917804, 3.835774, -0.874399)  -0.004
H (-3.024229, 0.045799, -2.126413)  0.012
H (-1.987542, -2.575311, -1.267482)  0.138
H (-1.443977, -0.073026, -0.640941)  0.069
H (-0.300475, 4.543116, -0.277951)  0.035
H (-3.278431, 1.364798, 1.888639)  0.077
H (2.667857, 1.937347, -1.391932)  -0.009
H (0.459063, -1.003360, -2.912783)  0.068
H (-1.624554, -2.443571, 0.311459)  0.123
H (-1.185096, 2.608687, 2.868679)  0.084
H (3.036407, 1.049761, 3.553002)  0.044

Cartesian forces, eV/Å:
-0.101 -0.016 0.298
-0.010 0.428 -0.192
0.005 0.375 -0.536
0.040 -0.241 0.384
-0.076 -0.217 -0.111
-0.267 0.460 0.093
-0.626 -0.694 -0.143
0.148 -0.437 0.555
0.374 -0.629 0.498
-1.003 -1.135 0.287
1.064 -0.188 -0.125
0.043 0.534 -0.341
0.712 -1.103 0.277
-0.128 0.070 0.731
-0.601 0.512 -0.154
-1.285 0.042 0.165
0.151 1.922 1.227
0.108 -0.174 0.063
-0.045 -0.105 0.080
0.178 0.473 0.126
0.289 -0.026 -0.636
0.360 -0.457 -0.625
-0.510 0.229 0.284
0.192 0.341 -0.596
0.016 0.051 -0.160
-0.121 0.077 -0.088
0.066 0.019 -0.363
0.495 0.081 -0.145
0.036 0.056 -0.120
-0.635 0.043 0.003
-0.231 -0.064 -0.007
0.014 0.034 0.039
0.119 -0.035 -0.174
-0.185 -0.689 0.033
0.098 -0.043 0.184
0.517 -0.014 0.091
0.071 0.123 -0.026
0.037 0.145 -0.070
-0.084 0.501 -0.177
-0.089 0.019 0.253
0.068 -0.117 -0.064
-0.192 -0.162 -0.234
0.226 0.739 -0.260
-0.462 -0.433 -0.700
-0.085 0.071 -0.001
-0.217 -0.214 0.145
0.078 -0.040 -0.275
0.116 0.039 -0.125
0.358 0.432 0.109
0.750 -0.397 0.404
0.225 -0.186 0.119

Values from the calculation:
LUMO energy, eV: -2.4
Net charge: +1
Frontier orbital gap, eV: 9.22
HOMO energy, eV: -11.63
Largest force on an atom, eV Å⁻¹: 2.3